# C49H36BrF15GeHfN4O2SSe

C49H36BrF15GeHfN4O2SSe as an isolated structure in a non-equilibrium geometry (the ωB97M-V functional and the def2-TZVPD basis, the OMol25 dataset).

XYZ file:
```
111
Properties=species:S:1:pos:R:3:mulliken_charge:R:1
Hf 0.5020 -0.6953 0.4206 1.552
O -1.9521 3.7539 0.8027 -0.571
C -2.6987 3.0841 1.7307 0.805
C -3.7261 3.7017 2.4257 -0.763
C -4.4208 3.0035 3.3969 -0.510
C -4.1147 1.6798 3.6633 -1.149
C -3.1127 1.0461 2.9507 -0.267
C -2.4026 1.7377 1.9822 -0.441
C -1.2017 1.1485 1.2784 1.009
O -0.9147 -0.1719 1.5680 -0.788
N -1.3170 1.3150 -0.1997 -0.160
N -1.2590 0.1494 -0.8854 -0.356
C -2.0675 -0.0838 -1.8685 -0.345
C -2.0204 -1.3008 -2.5896 0.378
Br -0.7661 -2.5512 -1.7794 -0.106
C -2.7652 -1.7429 -3.6286 -0.604
C -3.7484 -1.0496 -4.4129 0.795
C -4.7060 -1.8492 -5.0594 -0.626
C -5.7207 -1.2802 -5.7980 -0.638
C -5.7848 0.0988 -5.9422 -0.427
C -4.8168 0.9003 -5.3511 -0.669
C -3.8081 0.3395 -4.5950 -0.240
H -2.1360 4.7010 0.8601 0.364
H -3.9629 4.7339 2.2090 0.360
H -5.1934 3.5063 3.9548 0.438
H -4.6469 1.1440 4.4310 0.442
H -2.8553 0.0176 3.1498 0.452
H -0.3489 1.8146 1.5686 -0.434
H -2.0865 1.9360 -0.4601 0.288
H -2.8330 0.6407 -2.1373 0.578
H -2.6444 -2.7854 -3.8941 0.388
H -4.6552 -2.9210 -4.9478 0.345
H -6.4535 -1.9129 -6.2711 0.402
H -6.5761 0.5492 -6.5209 0.411
H -4.8389 1.9688 -5.5012 0.400
H -3.0350 0.9735 -4.1894 0.504
C -0.6421 -1.5380 5.0711 -0.883
C 0.1663 -0.8147 6.1441 -0.857
C 1.3099 0.0187 5.5644 -0.104
C 2.2989 -0.8778 4.8190 -1.283
N 3.3965 -0.1355 4.2478 1.859
C 3.3538 0.5697 3.1020 -2.093
Se 1.7808 0.8975 2.0765 0.846
N 4.5314 1.1893 2.9046 2.065
C 4.8543 2.1246 1.8507 -1.403
C 4.8416 3.5857 2.3163 -0.901
C 3.4551 4.1558 2.6285 -0.373
C 2.9381 3.8335 4.0271 -0.776
C 5.3738 0.8614 3.9469 -0.108
C 6.6941 1.2048 4.2186 -0.899
C 7.2564 0.6780 5.3640 -0.918
C 6.5359 -0.1609 6.2192 -0.833
C 5.2263 -0.5072 5.9591 -1.024
C 4.6503 0.0118 4.8047 1.253
H -1.5545 -1.9226 5.5156 0.495
H -0.0922 -2.3846 4.6654 0.308
H -0.9016 -0.8606 4.2565 -0.009
H 0.5643 -1.5447 6.8525 0.357
H -0.4909 -0.1470 6.7018 0.436
H 1.8309 0.5512 6.3630 0.384
H 0.9046 0.7589 4.8660 0.176
H 1.7659 -1.3881 4.0106 -0.281
H 2.7081 -1.6252 5.4995 0.764
H 4.1245 1.9990 1.0462 0.385
H 5.8483 1.8710 1.4727 0.588
H 5.2800 4.1732 1.5092 0.506
H 5.4873 3.7005 3.1873 0.369
H 2.7398 3.7965 1.8831 0.155
H 3.5175 5.2408 2.5389 0.426
H 2.5755 2.8074 4.0930 0.006
H 2.1065 4.4888 4.2710 0.433
H 3.7143 3.9855 4.7737 0.376
H 7.2587 1.8530 3.5686 0.550
H 8.2775 0.9163 5.6110 0.505
H 7.0147 -0.5521 7.1026 0.475
H 4.6757 -1.1459 6.6280 0.514
F 6.9141 -1.1087 -0.2941 -0.308
C 6.1848 -1.5137 0.7363 0.646
C 4.8035 -1.5129 0.6277 0.523
C 4.1033 -1.9902 1.7189 -0.345
F 2.7170 -1.9409 1.6520 -0.541
C 4.7040 -2.4845 2.8648 0.263
F 3.9688 -3.0084 3.8434 -0.446
C 6.0947 -2.4315 2.9696 0.562
F 6.6895 -2.8484 4.0739 -0.382
C 6.8363 -1.9266 1.9014 0.056
F 8.1533 -1.8743 1.9802 -0.332
Ge 3.8009 -1.3305 -1.1352 0.631
S 2.0841 -0.0170 -1.3255 -0.478
C 3.3586 -3.3128 -1.1957 0.088
C 4.2536 -4.1764 -1.8087 0.833
F 5.4155 -3.6627 -2.2150 -0.354
C 3.9927 -5.5365 -1.9664 -0.021
F 4.8762 -6.3237 -2.5502 -0.254
C 2.7833 -6.0626 -1.4977 0.683
F 2.4975 -7.3383 -1.6652 -0.269
C 1.8911 -5.2272 -0.8211 -0.096
F 0.7527 -5.6879 -0.3218 -0.291
C 2.2182 -3.8872 -0.6742 -0.270
F 1.3558 -3.0779 0.0754 -0.248
C 4.9862 -0.7282 -2.5886 0.369
C 5.7766 0.3843 -2.3765 -0.039
F 5.6669 0.9671 -1.1680 0.150
C 6.6087 0.8891 -3.3645 -0.306
F 7.3637 1.9535 -3.1341 -0.279
C 6.6173 0.2649 -4.6160 0.514
F 7.3958 0.7237 -5.5776 -0.265
C 5.7808 -0.8263 -4.8675 0.129
F 5.7607 -1.3904 -6.0648 -0.271
C 4.9577 -1.2888 -3.8488 0.371
F 4.0761 -2.2751 -4.0566 -0.331
```

Properties
Energy above the lowest of the compared OMol25 structures with the same formula, charge and spin ... 31.61 kcal per mole
HOMO ... -13.03 eV
LUMO ... -6.33 eV
Total charge ... +2

# C49H37BrF5N4O5P2STi

C49H37BrF5N4O5P2STi as an isolated structure (the ωB97M-V functional and the def2-TZVPD basis, the OMol25 dataset).

XYZ file:
```
105
Properties=species:S:1:pos:R:3:mulliken_charge:R:1
Ti 2.4449 1.4462 -0.1179 -0.709
Br 2.5407 -3.8716 -3.8764 -0.150
C 3.4830 -4.1512 -2.2627 0.210
C 3.2439 -5.2942 -1.5182 -0.717
C 3.9198 -5.4748 -0.3216 -0.185
C 4.7969 -4.5057 0.1468 -0.180
C 5.0738 -3.3895 -0.6403 -0.094
C 4.4101 -3.2076 -1.8426 -0.257
N 5.3895 -4.7933 1.4308 -0.440
N 5.5189 -3.9393 2.3224 -0.605
C 5.0478 -2.5949 2.1347 0.270
C 5.9703 -1.5907 2.2780 -0.494
C 5.6950 -0.2646 1.8922 -0.920
C 4.4632 0.0477 1.3613 0.706
O 4.1207 1.2194 0.8646 -0.287
C 3.4719 -0.9755 1.3137 -0.066
N 2.3013 -0.5945 0.7348 1.158
C 1.3518 -1.4781 0.5674 0.471
C 1.4707 -2.7950 1.0606 -1.246
C 2.6380 -3.1950 1.6396 -0.921
C 3.7210 -2.2849 1.7301 0.367
H 2.5348 -6.0315 -1.8682 0.432
H 3.7521 -6.3597 0.2797 0.445
H 5.7742 -2.6353 -0.3084 0.453
H 4.5824 -2.3145 -2.4279 0.516
H 6.9637 -1.8569 2.6190 0.379
H 6.4573 0.5003 1.9524 0.503
H 0.5065 -1.1673 -0.0290 0.115
H 0.6370 -3.4745 0.9441 0.342
H 2.7527 -4.2064 2.0076 0.564
O -0.6447 0.0218 2.3175 -0.993
P -1.8402 -0.2888 1.4902 1.872
C -1.9098 0.4314 -0.1699 -0.800
P -1.9326 2.2525 -0.1443 1.087
O -1.2688 2.8932 1.0286 -1.104
C -3.7036 2.6591 -0.1486 0.497
C -4.1992 3.4286 0.8968 -0.501
C -5.5515 3.7378 0.9545 -0.675
C -6.4119 3.2786 -0.0308 -0.535
C -5.9202 2.5129 -1.0815 -0.855
C -4.5705 2.2054 -1.1404 -0.436
C -1.2787 2.7712 -1.7363 0.684
C -0.4948 3.9201 -1.7598 -0.466
C 0.1213 4.3137 -2.9369 -0.914
C -0.0500 3.5630 -4.0917 -0.518
C -0.8354 2.4190 -4.0725 -1.038
C -1.4458 2.0181 -2.8943 -0.147
C -2.0383 -2.0664 1.2272 0.644
C -2.2216 -2.8597 2.3609 -0.969
C -2.2808 -4.2376 2.2444 -0.709
C -2.1519 -4.8338 0.9936 -0.494
C -1.9623 -4.0501 -0.1339 -0.558
C -1.9063 -2.6653 -0.0209 -0.045
C -3.3635 0.2631 2.2935 0.162
C -4.6227 -0.0810 1.8073 -0.574
C -5.7624 0.4060 2.4252 -0.636
C -5.6465 1.2314 3.5375 -0.459
C -4.3945 1.5730 4.0263 -0.633
C -3.2505 1.0933 3.4019 -0.494
H -2.8203 0.0712 -0.6584 1.290
H -1.0442 0.0939 -0.7596 -0.391
H -3.5122 3.7701 1.6607 0.435
H -5.9331 4.3321 1.7754 0.437
H -7.4673 3.5174 0.0159 0.396
H -6.5882 2.1595 -1.8567 0.433
H -4.1931 1.6187 -1.9706 0.350
H -0.3350 4.4722 -0.8420 0.326
H 0.7619 5.1859 -2.9432 0.408
H 0.4531 3.8538 -5.0052 0.398
H -0.9410 1.8143 -4.9636 0.514
H -1.9984 1.0860 -2.8789 0.288
H -2.3046 -2.3915 3.3353 0.465
H -2.4201 -4.8493 3.1267 0.404
H -2.1923 -5.9122 0.9033 0.400
H -1.8433 -4.5054 -1.1086 0.502
H -1.7184 -2.0779 -0.9107 0.025
H -4.7128 -0.7321 0.9440 0.367
H -6.7401 0.1459 2.0399 0.434
H -6.5381 1.6123 4.0201 0.405
H -4.3067 2.2203 4.8899 0.395
H -2.2616 1.3614 3.7516 0.367
N 1.5137 1.9431 1.8771 -0.089
C 2.1575 3.0404 2.6069 -0.679
C 2.0649 4.3366 1.8116 -0.333
C 2.8826 4.3497 0.5309 0.517
O 3.5898 5.2816 0.2321 -0.688
O 2.7180 3.2912 -0.2450 -0.690
H 0.5477 2.1973 1.6427 -0.115
H 1.4189 1.1120 2.4524 0.248
H 3.2023 2.7752 2.7822 0.384
H 1.6799 3.1922 3.5802 0.497
H 2.3942 5.1782 2.4185 0.386
H 1.0171 4.5019 1.5367 0.033
F -1.1588 -1.4541 -5.6750 -0.423
C -0.2016 -1.0391 -4.8141 0.428
C -0.3126 -1.1704 -3.4419 -0.916
F -1.5149 -1.7556 -3.0286 -0.561
C 0.6065 -0.7723 -2.5178 0.352
F 0.7119 1.2976 -0.5437 2.212
C 1.7451 -0.1558 -3.0515 0.793
S 3.1581 0.4490 -2.0921 -0.632
C 1.9069 0.0021 -4.4239 -0.144
F 2.9966 0.5899 -4.9646 -0.442
C 0.9397 -0.4414 -5.3095 0.591
F 1.0967 -0.2735 -6.6393 -0.425
```

Properties
HOMO ... -4.73 eV
LUMO ... 1.86 eV
Total charge ... -1

# C49H39F3IN4O4P2ReS2

C49H39F3IN4O4P2ReS2 as an isolated structure in a non-equilibrium geometry (the ωB97M-V functional and the def2-TZVPD basis, the OMol25 dataset).

XYZ file:
```
105
Properties=species:S:1:pos:R:3:mulliken_charge:R:1
Re -0.2803 0.0496 -0.0422 2.124
F -3.8128 -5.3317 -0.1735 -0.314
C -2.8474 -4.4805 -0.5356 0.418
F -3.1210 -4.0603 -1.7750 -0.222
F -1.7004 -5.1719 -0.5877 -0.219
C -2.7379 -3.3262 0.4250 -0.135
C -3.5070 -3.2594 1.5721 -0.392
C -3.3346 -2.2000 2.4601 -1.333
C -2.3983 -1.2335 2.1556 -0.225
N -1.6807 -1.2760 1.0285 0.376
C -1.8207 -2.3106 0.1831 0.219
S -0.6402 -2.1218 -1.1102 -0.424
H -4.2300 -4.0353 1.7780 0.652
H -3.9122 -2.1251 3.3683 0.623
H -2.2068 -0.3956 2.8181 0.179
O 3.1400 0.9768 -0.0499 0.071
C 3.6165 1.2273 -1.3010 0.106
C 4.9327 1.1029 -1.6972 -0.958
C 5.2537 1.4758 -2.9962 -0.907
C 4.2795 1.9666 -3.8515 -1.065
C 2.9561 2.0382 -3.4326 -0.961
C 2.5918 1.6282 -2.1549 0.385
P 0.8822 1.5861 -1.4381 3.244
C 1.0366 3.0613 -0.3058 -0.412
C 0.9003 2.6165 1.1133 0.015
C 0.8186 3.6720 2.1487 0.839
C 1.1541 5.0277 1.7685 -1.348
C 1.3235 5.3190 0.4697 -0.669
C 1.2577 4.3397 -0.6031 0.374
C -0.1123 2.2259 -2.8298 0.598
C -1.0888 3.1978 -2.6290 -1.339
C -1.9582 3.5485 -3.6517 -0.818
C -1.8694 2.9216 -4.8867 -0.786
C -0.9174 1.9330 -5.0902 -0.989
C -0.0482 1.5843 -4.0681 -0.453
C 3.8000 0.5362 1.0648 -0.686
C 4.9725 1.1024 1.5308 -0.310
C 5.5118 0.6084 2.7114 -0.847
C 4.8745 -0.4190 3.3940 -0.932
C 3.6839 -0.9444 2.9133 -0.802
C 3.1140 -0.4601 1.7374 0.985
P 1.6239 -1.1763 0.9080 1.990
C 0.9253 -2.2114 2.2311 0.312
C 0.6068 -1.6223 3.4554 -0.483
C -0.0433 -2.3493 4.4375 -0.964
C -0.4118 -3.6672 4.1972 -0.746
C -0.1302 -4.2499 2.9712 -0.750
C 0.5407 -3.5271 1.9917 -1.244
C 2.5142 -2.2939 -0.2201 0.387
C 2.5395 -1.9827 -1.5749 0.421
C 3.2785 -2.7543 -2.4589 -1.266
C 3.9918 -3.8456 -1.9919 -0.839
C 3.9784 -4.1565 -0.6363 -0.947
C 3.2507 -3.3798 0.2489 -0.358
H 5.6833 0.7302 -1.0149 0.661
H 6.2779 1.3925 -3.3331 0.450
H 4.5423 2.2841 -4.8495 0.484
H 2.2125 2.4120 -4.1185 0.587
H 1.8224 2.0566 1.3489 -1.273
H 0.9253 3.3578 3.1788 0.587
H 1.2258 5.7939 2.5234 0.494
H 1.5049 6.3501 0.1935 0.456
H 1.3902 4.6719 -1.6244 0.569
H -1.1993 3.6756 -1.6640 0.397
H -2.7098 4.3060 -3.4789 0.484
H -2.5460 3.1953 -5.6844 0.436
H -0.8562 1.4215 -6.0407 0.448
H 0.6577 0.7810 -4.2355 0.684
H 5.4434 1.9082 0.9876 0.686
H 6.4299 1.0292 3.0963 0.463
H 5.3047 -0.8145 4.3022 0.489
H 3.2010 -1.7435 3.4583 0.465
H 0.8700 -0.5878 3.6494 0.492
H -0.2680 -1.8870 5.3892 0.464
H -0.9195 -4.2355 4.9640 0.446
H -0.4234 -5.2703 2.7694 0.491
H 0.7459 -3.9903 1.0356 0.451
H 1.9590 -1.1451 -1.9466 0.213
H 3.2799 -2.5062 -3.5112 0.571
H 4.5570 -4.4586 -2.6795 0.438
H 4.5384 -5.0038 -0.2659 0.472
H 3.2706 -3.6182 1.3045 0.453
O -0.7719 3.6747 2.4261 -0.396
S -1.2727 2.1964 2.3471 -0.041
N -0.2013 1.6174 1.1966 0.408
O -6.3370 -0.2987 3.4783 -0.495
C -6.6585 0.6686 2.4981 -0.510
N -5.5894 0.5758 1.5300 0.082
C -5.7175 1.1305 0.3011 -0.135
O -6.6810 1.7904 -0.0279 -0.644
C -4.5766 0.8745 -0.6401 0.264
C -4.8162 0.6641 -1.9930 -0.659
C -3.7373 0.4005 -2.8118 -1.495
C -2.4656 0.3684 -2.2679 0.385
N -2.2159 0.5983 -0.9723 0.456
C -3.2735 0.8454 -0.1819 -0.626
H -7.0541 -0.3351 4.1206 0.305
H -6.6908 1.6742 2.9306 0.333
H -7.6163 0.4595 2.0107 0.362
H -4.8896 -0.1277 1.6997 0.048
H -5.8291 0.7008 -2.3695 0.555
H -3.8545 0.2009 -3.8661 0.664
H -1.6123 0.1355 -2.8870 0.129
H -3.0580 1.0461 0.8585 0.808
I -0.5406 -2.3437 -4.1236 -0.032
```

Properties
Energy above the lowest of the compared OMol25 structures with the same formula, charge and spin ... 6.34 kcal per mole
HOMO (alpha / beta) ... -10.16 / -9.99 eV
2S+1 ... 2
LUMO (alpha / beta) ... -3.09 / -4.44 eV
Total charge ... +1

# C49H40N9O2RhSi

C49H40N9O2RhSi as an isolated structure in a non-equilibrium geometry (the ωB97M-V functional and the def2-TZVPD basis, the OMol25 dataset).

XYZ file:
```
102
Properties=species:S:1:pos:R:3:mulliken_charge:R:1
Rh 0.2650 -0.2338 0.6382 -0.422
N -4.5990 4.7385 8.2903 -0.513
C -4.0233 4.2507 7.4236 -0.099
C -3.3153 3.6341 6.3481 0.541
C -2.6331 4.4116 5.4133 -0.903
C -1.9626 3.8056 4.3691 -0.321
C -1.9366 2.4166 4.2446 0.578
C -2.6254 1.6481 5.1891 -0.376
C -3.3186 2.2429 6.2222 -0.954
C -1.2197 1.7414 3.1452 1.584
C -0.3065 0.7291 3.5074 -0.429
C 0.1248 0.4909 4.8423 -0.772
C 0.9736 -0.5933 4.7979 -1.946
C 1.0565 -0.9773 3.4589 -0.651
N 0.3178 -0.1777 2.6682 1.348
C -1.6165 2.0220 1.8304 -0.751
C -2.6616 2.9119 1.4473 -1.039
C -2.8819 2.6994 0.1064 -1.651
C -1.9683 1.7107 -0.2926 -0.563
N -1.1856 1.3283 0.7228 0.836
H -2.6310 5.4880 5.5188 0.441
H -1.4245 4.4111 3.6513 0.550
H -2.6364 0.5727 5.0774 0.620
H -3.8743 1.6441 6.9305 0.470
H -0.1560 1.0717 5.7030 0.690
H 1.4787 -1.0673 5.6226 0.487
H 1.6179 -1.8039 3.0671 0.395
H -3.1841 3.5861 2.1045 0.601
H -3.6222 3.1687 -0.5212 0.552
H -1.8939 1.2683 -1.2722 0.486
C -5.8073 -0.0866 -4.1810 -1.575
C -4.5392 0.6088 -4.5926 0.530
C -3.7987 1.3645 -3.6933 -0.441
C -2.6357 2.0146 -4.0806 -0.051
C -2.1804 1.9036 -5.3880 -0.016
N -1.0134 2.5580 -5.8485 -0.011
C 0.0735 3.0400 -5.1718 0.201
O 0.7464 3.9522 -5.6101 -0.692
N 0.4027 2.4706 -3.9472 -0.058
C 0.2230 1.1887 -3.4356 -0.120
C -0.1549 0.0824 -4.1944 -0.251
C -0.3275 -1.1291 -3.5496 -1.817
C -0.1307 -1.2205 -2.1864 -0.491
N 0.2556 -0.1687 -1.4599 3.310
C 0.4561 0.9948 -2.0770 -1.503
C -2.9234 1.1633 -6.3033 -0.470
C -4.0857 0.5265 -5.9079 -0.670
H -6.0350 0.0888 -3.1314 0.357
H -5.7229 -1.1631 -4.3365 0.343
H -6.6479 0.2659 -4.7806 0.376
H -4.1403 1.4685 -2.6703 0.224
H -2.0968 2.6280 -3.3707 0.684
H -1.0709 2.9362 -6.7812 0.270
H 1.0270 3.0688 -3.4280 0.236
H -0.2971 0.1607 -5.2616 0.733
H -0.6237 -2.0110 -4.0987 0.579
H -0.2970 -2.1469 -1.6584 0.342
H 0.7992 1.8168 -1.4623 0.370
H -2.5848 1.0919 -7.3303 0.431
H -4.6557 -0.0388 -6.6351 0.404
N -5.5576 -3.1499 0.7299 -0.560
C -4.4897 -2.8521 1.0654 0.413
N -3.3008 -2.5427 1.4995 -0.772
C -2.2562 -2.0903 0.9855 0.561
N -1.2185 -1.7474 0.5502 -0.365
O 1.8110 1.9350 0.5516 -0.578
H 2.6051 1.6514 1.0319 0.308
H 1.2804 2.4610 1.1651 0.256
C 3.4211 -2.7934 -4.0313 -0.661
C 2.9568 -3.7214 -3.1116 -0.671
C 2.6113 -3.3193 -1.8280 -0.249
C 2.7120 -1.9818 -1.4441 0.242
C 3.1539 -1.0575 -2.3939 -0.112
C 3.5166 -1.4559 -3.6706 -0.764
Si 2.3273 -1.4555 0.3501 2.509
C 3.9235 -0.6042 0.9706 0.584
C 3.9614 0.1825 2.1253 -0.234
C 5.1587 0.6904 2.6117 -0.755
C 6.3485 0.4027 1.9609 -0.705
C 6.3310 -0.3849 0.8188 -0.788
C 5.1310 -0.8726 0.3220 -0.744
C 2.2305 -3.1237 1.2940 -0.367
C 3.2861 -3.5441 2.1071 -0.244
C 3.1870 -4.7128 2.8502 -0.767
C 2.0413 -5.4911 2.7845 -0.615
C 0.9926 -5.0971 1.9657 -0.947
C 1.0881 -3.9221 1.2346 0.130
H 3.7185 -3.1113 -5.0224 0.375
H 2.8736 -4.7632 -3.3948 0.427
H 2.2790 -4.0604 -1.1125 0.319
H 3.2437 -0.0108 -2.1190 0.480
H 3.8830 -0.7298 -4.3858 0.445
H 3.0467 0.3671 2.6818 0.295
H 5.1595 1.3041 3.5036 0.459
H 7.2851 0.7880 2.3416 0.378
H 7.2566 -0.6239 0.3110 0.438
H 5.1381 -1.4835 -0.5711 0.385
H 4.1870 -2.9447 2.1751 0.305
H 4.0051 -5.0128 3.4936 0.406
H 1.9628 -6.3946 3.3753 0.383
H 0.0915 -5.6946 1.9077 0.452
H 0.2448 -3.6013 0.6387 0.337
```

Properties
Energy above the lowest of the compared OMol25 structures with the same formula, charge and spin ... 23.88 kcal per mole
HOMO ... -8.11 eV
LUMO ... -1.46 eV
Total charge ... 0

E_tot (eV)
-306247.2905, -203778.3102, -124223.5193, -79855.0617